A structure of composition C42H28Cl5OP2PdS. Source: the Open Molecules 2025 dataset; level of theory: ωB97M-V with the def2-TZVPD basis set.

Calculated values
- gap between HOMO and LUMO (eV) = 6.49
- total charge = -1
- relative energy (zero: lowest compared OMol25 entry of this formula, charge and spin) (kcal/mol) = 15.66
- HOMO level (eV) = -4.000

```
80
Properties=species:S:1:pos:R:3:lowdin_charge:R:1
Pd -0.845 -1.321 0.084 0.4224
O 1.824 0.473 2.302 -0.5417
S 0.751 -0.379 2.886 0.9817
C 0.505 -1.856 1.840 -0.4437
C 0.034 -2.963 2.575 -0.1579
C 0.023 -4.224 2.031 -0.1183
C 0.469 -4.401 0.718 -0.0994
C 0.969 -3.339 -0.002 -0.1159
C 1.097 -2.023 0.541 -0.4901
P 2.167 -0.759 -0.313 1.1032
C 3.829 -1.514 0.061 -0.3453
C 4.369 -2.626 -0.585 -0.1020
C 5.591 -3.156 -0.194 -0.0952
C 6.295 -2.583 0.858 -0.1084
C 5.768 -1.478 1.510 -0.0949
C 4.547 -0.946 1.112 -0.0966
C 1.992 -1.205 -2.094 -0.3796
C 3.066 -0.922 -2.945 -0.1214
C 2.949 -1.044 -4.321 -0.1012
C 1.742 -1.441 -4.883 -0.1052
C 0.659 -1.697 -4.056 -0.0969
C 0.780 -1.571 -2.677 -0.1289
C -0.866 0.420 2.775 -0.3826
C -1.559 0.204 3.960 -0.1323
C -2.856 0.668 4.138 -0.0947
C -3.432 1.403 3.123 -0.0728
C -2.719 1.663 1.956 -0.0793
C -1.436 1.178 1.728 -0.3323
P -0.669 1.376 0.031 1.1085
C -1.791 2.655 -0.730 -0.3401
C -2.985 2.211 -1.304 -0.1306
C -3.857 3.083 -1.936 -0.0759
C -3.544 4.433 -2.024 -0.0972
C -2.357 4.891 -1.472 -0.0931
C -1.489 4.014 -0.832 -0.0765
C 0.761 2.463 0.420 -0.4189
C 1.713 2.623 -0.586 -0.1403
C 2.806 3.457 -0.403 -0.0887
C 2.969 4.132 0.801 -0.0994
C 2.028 3.976 1.809 -0.0865
C 0.930 3.147 1.616 -0.1059
H -0.316 -2.802 3.588 0.0953
H -0.352 -5.062 2.604 0.0978
H 0.430 -5.381 0.258 0.0980
H 1.365 -3.521 -0.993 0.0936
H 3.831 -3.087 -1.405 0.0995
H 5.991 -4.022 -0.709 0.0953
H 7.248 -2.996 1.166 0.0923
H 6.307 -1.024 2.332 0.0959
H 4.130 -0.087 1.626 0.0856
H 4.013 -0.604 -2.522 0.1010
H 3.800 -0.826 -4.955 0.0945
H 1.646 -1.541 -5.957 0.0930
H -0.294 -1.990 -4.479 0.0870
H -0.085 -1.753 -2.044 0.0363
H -1.071 -0.350 4.752 0.0934
H -3.396 0.452 5.050 0.1026
H -4.440 1.786 3.224 0.1056
H -3.199 2.269 1.197 0.0948
H -3.244 1.162 -1.243 0.0412
H -4.773 2.697 -2.367 0.0891
H -4.217 5.120 -2.522 0.0953
H -2.097 5.941 -1.535 0.0961
H -0.573 4.406 -0.414 0.0951
H 1.597 2.083 -1.520 0.0940
H 3.538 3.566 -1.193 0.0967
H 3.830 4.771 0.954 0.0928
H 2.152 4.493 2.752 0.0976
H 0.200 3.034 2.408 0.1047
Cl -3.345 -2.434 2.187 0.6580
C -3.928 -1.750 0.683 -0.6930
C -3.012 -1.434 -0.320 -0.2411
C -3.619 -1.020 -1.501 -0.7251
Cl -2.611 -0.673 -2.899 0.6647
C -4.993 -0.825 -1.670 -0.7176
Cl -5.648 -0.228 -3.162 0.6371
C -5.850 -1.084 -0.607 -0.7195
Cl -7.554 -0.821 -0.764 0.6340
C -5.309 -1.569 0.580 -0.7129
Cl -6.377 -1.921 1.902 0.6249
```


A structure of composition C42H32NO12PRe at a distorted geometry. Source: the Open Molecules 2025 dataset; level of theory: ωB97M-V with the def2-TZVPD basis set.

Calculated values
- spin multiplicity = 2
- gap between HOMO and LUMO (alpha / beta) (eV) = 6.54 / 6.63
- ⟨S²⟩ = 0.76
- relative energy (zero: lowest compared OMol25 entry of this formula, charge and spin) (kcal/mol) = 20.63
- HOMO level (alpha / beta) (eV) = -8.226 / -8.124

```
89
Properties=species:S:1:pos:R:3:mulliken_spin:R:1
Re -1.025 0.182 -0.094 0.8695
O -2.353 3.484 4.831 0.0017
C -1.987 2.806 3.741 0.0054
C -0.750 2.161 3.630 0.0025
C -0.460 1.491 2.471 0.0061
N -1.323 1.444 1.451 -0.0268
C -2.545 1.986 1.578 0.0090
C -2.910 2.687 2.697 0.0008
C -3.532 1.540 0.498 -0.0064
O -4.658 1.966 0.510 0.0071
O -3.038 0.631 -0.290 0.0040
C 0.782 0.635 2.283 -0.0066
O 1.624 0.592 3.150 0.0135
O 0.788 -0.035 1.167 0.0091
H -1.648 3.481 5.488 -0.0001
H -0.023 2.147 4.432 -0.0003
H -3.904 3.104 2.775 0.0001
O -1.405 -1.424 1.543 0.0011
C -2.155 -2.600 1.133 0.0219
C -2.154 -2.637 -0.439 -0.0040
O -2.744 -3.522 -1.009 -0.0007
O -1.432 -1.715 -0.981 0.0390
C -1.420 -3.803 1.699 0.0037
C -0.605 -4.609 0.911 0.0021
C 0.149 -5.617 1.495 -0.0009
C 0.109 -5.813 2.867 0.0004
C -0.690 -5.001 3.659 -0.0010
C -1.452 -4.001 3.079 0.0010
C -3.583 -2.486 1.615 0.0026
C -4.073 -1.303 2.153 0.0015
C -5.396 -1.210 2.559 -0.0024
C -6.241 -2.299 2.425 0.0008
C -5.758 -3.480 1.880 -0.0009
C -4.437 -3.577 1.477 -0.0013
H -0.499 -1.707 1.741 -0.0042
H -0.571 -4.463 -0.160 -0.0001
H 0.775 -6.244 0.874 0.0000
H 0.702 -6.597 3.320 0.0000
H -0.713 -5.142 4.732 0.0000
H -2.081 -3.366 3.692 0.0002
H -3.419 -0.450 2.270 0.0073
H -5.769 -0.276 2.960 -0.0002
H -7.276 -2.227 2.733 0.0001
H -6.418 -4.328 1.751 0.0000
H -4.064 -4.492 1.037 -0.0001
O -1.302 3.837 -1.998 0.0040
C -0.511 3.098 -1.458 -0.0037
O -0.752 1.823 -1.243 0.0851
C 0.829 3.611 -0.996 -0.0054
C 1.560 2.964 -0.011 -0.0042
C 2.796 3.448 0.421 0.0007
C 3.269 4.574 -0.203 0.0003
O 4.453 5.230 0.000 -0.0001
C 4.485 6.294 -0.942 0.0000
O 3.269 6.279 -1.676 0.0000
C 2.550 5.209 -1.208 0.0014
C 1.317 4.771 -1.608 -0.0028
H 1.178 2.056 0.428 0.0131
H 3.350 2.953 1.208 0.0000
H 5.331 6.159 -1.624 0.0000
H 4.589 7.250 -0.421 0.0000
H 0.740 5.262 -2.378 0.0002
C -0.004 -1.582 -3.292 -0.0010
P 0.835 -0.501 -2.076 -0.0202
C 2.361 -1.443 -1.729 -0.0051
C 3.230 -1.777 -2.768 0.0010
C 4.382 -2.498 -2.505 -0.0005
C 4.671 -2.902 -1.207 -0.0001
C 3.805 -2.583 -0.174 -0.0008
C 2.654 -1.850 -0.431 -0.0057
C 1.435 0.836 -3.161 -0.0078
C 2.744 1.312 -3.095 0.0013
C 3.180 2.276 -3.988 0.0008
C 2.310 2.807 -4.929 -0.0020
C 0.993 2.374 -4.967 -0.0008
C 0.558 1.392 -4.092 -0.0033
H 0.576 -1.620 -4.213 -0.0013
H -1.006 -1.205 -3.489 -0.0008
H -0.099 -2.578 -2.866 0.0000
H 3.020 -1.455 -3.780 -0.0002
H 5.059 -2.744 -3.313 0.0000
H 5.577 -3.459 -1.004 0.0000
H 4.027 -2.898 0.837 0.0000
H 1.995 -1.564 0.377 0.0036
H 3.430 0.912 -2.360 0.0000
H 4.211 2.608 -3.953 -0.0001
H 2.655 3.559 -5.627 0.0000
H 0.302 2.793 -5.687 -0.0001
H -0.470 1.054 -4.136 -0.0003
```


A structure of composition C42H33F10IrN3OSTe. Source: the Open Molecules 2025 dataset; level of theory: ωB97M-V with the def2-TZVPD basis set.

Calculated values
- spin multiplicity = 2
- gap between HOMO and LUMO (alpha / beta) (eV) = 6.91 / 5.16
- ⟨S²⟩ = 0.76
- relative energy (zero: lowest compared OMol25 entry of this formula, charge and spin) (kcal/mol) = 0.00
- HOMO level (alpha / beta) (eV) = -7.362 / -7.362

```
92
Properties=species:S:1:pos:R:3:mulliken_spin:R:1
Ir 0.443 0.245 1.339 0.5084
N -0.591 -1.916 3.474 0.0028
C -1.217 -0.742 3.739 -0.0180
C -2.090 -0.651 4.839 -0.0030
C -2.759 0.520 5.073 0.0005
C -2.564 1.610 4.221 -0.0016
C -1.692 1.462 3.179 0.0126
N -1.022 0.313 2.930 0.0268
H -0.583 -2.629 4.181 -0.0011
H 0.060 -2.023 2.712 0.0096
H -2.229 -1.517 5.472 -0.0003
H -3.439 0.593 5.912 0.0002
H -3.082 2.546 4.363 0.0003
H -1.511 2.261 2.473 0.0011
F 2.542 1.986 -0.685 0.0026
C 2.908 0.711 -0.510 -0.0433
C 2.148 -0.157 0.262 0.0514
C 2.690 -1.424 0.417 0.0092
F 2.077 -2.310 1.244 0.0005
C 3.860 -1.848 -0.183 -0.0025
F 4.320 -3.087 0.008 -0.0001
C 4.569 -0.957 -0.966 0.0025
F 5.710 -1.329 -1.548 0.0002
C 4.096 0.333 -1.115 -0.0112
F 4.806 1.213 -1.824 0.0001
F -6.165 -1.580 2.078 -0.0001
C -4.921 -1.522 1.612 -0.0006
C -4.442 -0.351 1.052 -0.0010
F -5.233 0.719 0.975 0.0000
C -3.147 -0.301 0.567 -0.0032
F -2.736 0.842 0.022 -0.0011
C -2.287 -1.389 0.651 0.0022
S -0.610 -1.335 0.088 -0.0136
C -2.804 -2.557 1.202 0.0010
F -2.036 -3.643 1.312 -0.0001
C -4.099 -2.634 1.680 0.0003
F -4.556 -3.763 2.222 0.0000
C -3.474 7.193 -6.930 0.0001
C -3.000 6.230 -5.875 -0.0004
C -3.136 6.515 -4.525 0.0005
C -2.691 5.634 -3.543 -0.0005
C -2.859 6.024 -2.097 0.0003
C -2.087 4.431 -3.925 0.0012
Te -1.346 3.137 -2.408 -0.0027
N 0.101 1.993 0.689 0.3260
C 0.954 2.601 1.517 -0.0192
O 1.520 1.787 2.343 0.1070
C 1.223 4.044 1.525 0.0122
C 2.247 4.538 2.329 0.0095
C 2.519 5.895 2.331 -0.0043
C 1.769 6.755 1.538 0.0184
C 0.749 6.259 0.737 -0.0132
C 0.472 4.902 0.727 0.0221
C 0.634 3.023 -3.157 -0.0042
C 1.399 4.179 -3.341 -0.0006
C 0.911 5.558 -2.987 0.0005
C 2.679 4.055 -3.882 -0.0004
C 3.217 2.827 -4.227 0.0001
C 4.601 2.714 -4.804 0.0002
C 2.448 1.691 -4.001 -0.0010
C 1.168 1.765 -3.471 0.0040
C 0.406 0.490 -3.237 0.0030
C -1.971 4.105 -5.284 -0.0020
C -1.383 2.809 -5.769 0.0003
C -2.425 5.018 -6.230 0.0009
H -3.863 8.107 -6.483 0.0001
H -4.266 6.750 -7.536 0.0000
H -2.660 7.466 -7.604 0.0000
H -3.598 7.448 -4.222 0.0000
H -3.406 6.964 -2.016 0.0000
H -1.887 6.146 -1.613 -0.0001
H -3.404 5.268 -1.531 -0.0001
H 2.819 3.851 2.938 -0.0004
H 3.317 6.285 2.949 0.0000
H 1.986 7.815 1.540 0.0007
H 0.169 6.932 0.118 -0.0001
H -0.309 4.497 0.095 0.0131
H 0.411 5.557 -2.018 0.0000
H 0.195 5.930 -3.722 0.0001
H 1.748 6.255 -2.944 0.0000
H 3.269 4.953 -4.033 0.0000
H 4.966 3.683 -5.143 0.0000
H 4.618 2.027 -5.651 0.0000
H 5.300 2.332 -4.058 0.0000
H 2.856 0.716 -4.251 -0.0001
H 0.970 -0.368 -3.604 -0.0001
H -0.567 0.507 -3.731 0.0003
H 0.211 0.337 -2.174 -0.0027
H -1.729 1.969 -5.163 0.0000
H -0.293 2.817 -5.712 0.0000
H -1.667 2.630 -6.806 0.0000
H -2.329 4.766 -7.282 -0.0001
```